(1)
The following is a DFT calculation (the ωB97M-V functional and the def2-TZVPD basis) of a structure of composition C4H5N3O at a distorted geometry.

Geometry as XYZ:
```
13
Properties=species:S:1:pos:R:3:forces:R:3
C -1.9727 0.8964 0.6706 1.1350 0.2936 0.1545
C -1.1862 0.3236 1.7787 -0.8613 2.9077 -1.2440
C 0.1593 0.2485 -0.2037 -0.0542 -0.1212 2.0475
C 0.8302 -1.4477 -1.1077 0.3123 1.7939 1.0363
H -2.5810 1.7839 0.8367 0.4150 -0.0983 -0.1164
H -2.3243 0.1901 -0.0447 -0.2822 -0.2105 -0.5637
H -1.4196 0.8059 2.7106 0.9998 0.1086 0.4021
H -1.0809 -0.6822 1.7131 0.3816 -2.9146 0.3416
H 1.0573 -2.4148 -1.4572 0.1895 -0.8019 -0.5846
N -0.4396 1.0661 0.6912 -4.3536 1.5011 2.0693
N -0.2419 -1.0220 -0.5223 0.4492 -0.1696 -1.0051
N 1.3681 0.5912 -0.4362 0.7410 -0.7578 -1.4139
O 1.8199 -0.5319 -1.0893 0.9278 -1.5312 -1.1235
```
Forces are in eV/Å.

E_HOMO = -10.122 eV
Charge = 0
E = -394.8188 Eh
Orbital gap = 0.409 Eh
LUMO energy = 0.03658 hartree

Atomic partial charges in e from the natural (NBO) method, atoms 1 to 5: -0.2573, -0.2427, 0.4076, 0.3628, 0.2093

=====

(2)
The following is a DFT calculation (the ωB97M-V functional and the def2-TZVPD basis) of an isolated molecule of C4H5N3O at a distorted geometry.

Geometry as XYZ:
```
13
Properties=species:S:1:pos:R:3:forces:R:3
C -0.2870 -2.3040 1.2187 0.8082 -3.5249 -1.4073
C 0.0700 -0.2053 0.6253 -0.1767 -1.9473 -3.7637
C -0.0539 -0.7531 -0.8459 0.5004 3.2606 -0.3391
C 0.2504 1.9041 -0.1303 -0.6698 1.7071 -3.0013
H -1.1064 -2.4779 0.2610 2.3004 0.7125 2.8479
H 0.7829 -2.7837 0.9158 -2.4709 0.7961 0.1844
H -0.6433 -3.0973 1.9727 0.4094 2.0607 -0.4091
H 0.0560 -1.8887 -1.1441 -0.7511 2.9850 0.1899
H 0.3178 3.0172 -0.0701 0.1750 -1.0163 0.3112
N 0.0317 -0.9233 1.6201 -1.6476 -3.7379 2.0191
N -0.2073 0.2063 -1.7514 1.3412 -2.2644 -0.0161
N 0.1473 1.1012 0.7933 0.9036 2.5394 1.9696
O 0.1142 1.5863 -1.4720 -0.7220 -1.5705 1.4146
```
Forces are in eV/Å.

E_HOMO = -9.477 eV
SMILES string = C/N=c1\cnocn1
Charge = 0
E = -394.7561 Eh
Orbital gap = 0.346 Eh
LUMO energy = -0.00268 hartree

Atomic partial charges in e from the natural (NBO) method, atoms 1 to 5: -0.4734, 0.3311, -0.0591, 0.4395, 0.1798

=====

(3)
The following is a DFT calculation (the ωB97M-V functional and the def2-TZVPD basis) of a structure of composition C4H5N3O at a distorted geometry.

Geometry as XYZ:
```
13
Properties=species:S:1:pos:R:3:forces:R:3
C -2.5830 -0.6890 0.1510 -2.5445 -3.1389 1.6035
C -0.4942 0.3242 -0.1763 -0.4678 -4.9443 1.3976
C 1.4016 -0.4156 0.0768 1.1451 -1.6527 -0.8024
C 1.4370 1.0060 0.1636 -0.6496 1.2458 0.7967
H -2.0662 -1.5397 0.9794 -1.2472 3.2217 -2.1053
H -2.6387 -1.3730 -0.7604 -0.5235 0.9891 1.1356
H -3.7381 -0.3306 0.5808 3.5931 -1.1575 -1.4997
H -2.1829 1.3273 -0.1151 -0.9889 2.8780 0.2331
H 2.3747 1.4733 0.3846 -0.0159 1.0096 -0.1002
N -1.7966 0.4623 -0.1944 0.5522 -3.3911 0.3630
N 0.1542 -0.8702 -0.0541 -3.0648 1.1650 -0.8341
N 0.2445 1.4041 0.0061 2.0058 5.7135 -0.3549
O 2.4334 -0.9855 -0.0828 2.2060 -1.9383 0.1670
```
Forces are in eV/Å.

E_HOMO = -9.729 eV
Charge = 0
E = -394.8430 Eh
Orbital gap = 0.317 Eh
LUMO energy = -0.04030 hartree

Atomic partial charges in e from the natural (NBO) method, atoms 1 to 5: -0.4544, 0.5833, 0.5264, 0.1159, 0.2487

=====

(4)
The following is a DFT calculation (the ωB97M-V functional and the def2-TZVPD basis) of an isolated molecule of C4H5N3O at a distorted geometry.

Geometry as XYZ:
```
13
Properties=species:S:1:pos:R:3:forces:R:3
C 0.4465 0.6662 -0.6334 0.9857 1.1773 -0.4058
C 0.8829 -0.5878 -0.1502 0.1966 0.8928 -0.4305
C -1.5718 -0.1472 0.0978 -3.4864 -0.6443 0.5153
C -0.0228 1.7546 0.2374 0.1627 -3.7434 1.5902
N -2.7067 -0.5299 0.3455 1.1762 -0.8343 -0.3121
N -1.0404 0.8754 -0.4609 1.9616 0.2381 -0.2473
N 2.1981 -0.9496 -0.1209 -1.0084 -1.2416 0.6746
O 0.0430 -1.4501 0.1839 -1.5319 -0.1432 0.1947
H -0.0904 1.6393 1.3558 0.3446 0.5158 -1.2044
H -0.0090 2.6326 -0.2624 -0.2320 3.1354 -0.6031
H -3.1388 -1.4189 0.1268 0.3156 0.0516 0.5010
H 2.8913 -0.5124 -0.7030 -0.2058 -0.1214 -0.0936
H 2.1180 -1.9722 -0.0164 1.3215 0.7171 -0.1790
```
Forces are in eV/Å.

E_HOMO = -7.654 eV
Charge = 0
E = -394.7620 Eh
Orbital gap = 0.303 Eh
LUMO energy = 0.02209 hartree

Atomic partial charges in e from the natural (NBO) method, atoms 1 to 5: -0.2484, 0.5721, 0.7548, -0.1918, -0.6469

=====

(5)
The following is a DFT calculation (the ωB97M-V functional and the def2-TZVPD basis) of an isolated molecule of C4H5N3O at a distorted geometry.

Geometry as XYZ:
```
13
Properties=species:S:1:pos:R:3:forces:R:3
C -1.5602 0.1756 0.3221 0.0656 -0.2775 -0.5720
C -0.2928 -0.1373 -0.2843 2.2543 0.8098 -3.1731
C 1.7889 -0.1323 -1.0959 -2.7982 0.2461 1.1165
C 0.8818 -0.2391 -2.1191 1.3865 1.1416 0.5371
H -0.8764 0.1736 3.1796 0.2229 0.6470 2.8472
H 0.3650 0.0487 2.0623 -0.3790 -0.1401 -0.0356
H -2.5198 0.3611 -0.1804 0.9665 0.0177 -0.4993
H 2.8455 0.1486 -1.0437 -0.5806 -0.7283 -0.2026
H 0.9901 -0.1643 -3.1667 0.3328 -0.2305 -0.8415
N -0.5775 -0.2287 2.3603 -0.6219 0.4670 -2.2490
N -1.6309 0.2419 1.5616 -0.1386 -0.9134 2.5866
N 0.9768 -0.0989 0.1173 -1.2290 -0.1338 -1.7737
O -0.3904 -0.1488 -1.7132 0.5184 -0.9056 2.2593
```
Forces are in eV/Å.

E_HOMO = -8.886 eV
SMILES string = N/N=C\c1ncco1
Charge = 0
E = -394.8490 Eh
Orbital gap = 0.345 Eh
LUMO energy = 0.01856 hartree

Atomic partial charges in e from the natural (NBO) method, atoms 1 to 5: -0.0743, 0.4149, -0.1383, 0.0925, 0.3611

=====

(6)
The following is a DFT calculation (the ωB97M-V functional and the def2-TZVPD basis) of a cluster of 2 separate species, C4H5N3O2 in total at a distorted geometry.

Geometry as XYZ:
```
14
Properties=species:S:1:pos:R:3:forces:R:3
C -2.1751 1.0899 0.4909 0.8988 0.9430 0.9201
C -0.3944 -0.7092 -0.8341 -0.5528 -0.0244 -0.1698
C 1.9361 -0.5454 -0.5734 2.1168 -1.0512 -0.3260
C 1.4501 0.0952 0.6749 -2.0373 -3.4547 -1.6303
N -1.5515 1.3162 1.4504 -1.6440 -1.7337 -1.3138
N -1.1908 -1.0154 -1.6317 0.6409 0.0531 1.6148
N 0.6250 0.0992 -0.5546 1.7025 0.6686 -0.4566
O -2.1361 -1.5271 -2.1370 -1.5428 -0.7439 -1.4330
O -0.9315 1.1731 2.4455 1.4405 0.7710 1.3499
H -3.0901 1.1551 0.0003 -0.8222 0.1225 -0.8741
H 2.7280 0.0049 -1.1991 -1.3150 -1.0247 1.0393
H 2.0153 -1.7193 -0.5844 -0.3718 2.5404 -0.0950
H 1.0113 -0.4219 1.4873 0.0229 -1.1452 0.5661
H 1.7039 1.0046 0.9650 1.4636 4.0793 0.8084
```
Forces are in eV/Å.

E_HOMO = -8.718 eV
Charge = 0
E = -469.8658 Eh
Orbital gap = 0.338 Eh
LUMO energy = 0.01752 hartree

Atomic partial charges in e from the natural (NBO) method, atoms 1 to 5: -0.0479, 0.2916, -0.2434, -0.2142, 0.2023

=====

(7)
The following is a DFT calculation (the ωB97M-V functional and the def2-TZVPD basis) of an isolated molecule of C4H5N3O2 at a distorted geometry.

Geometry as XYZ:
```
14
Properties=species:S:1:pos:R:3:forces:R:3
C 1.9132 -1.4256 0.4030 0.4564 0.7530 -0.0151
C -0.2509 -0.3816 -0.0462 1.4188 -1.3123 -0.3223
C -2.4714 0.3263 -0.2741 0.3976 2.5865 -2.0174
C 1.2217 -0.1888 0.5575 -3.5135 0.2336 0.9084
N 2.4872 -2.3904 0.2275 0.5516 -1.2770 -0.1444
N -1.1174 0.4831 0.1919 0.7719 -0.1170 -0.2966
N 1.8652 0.9563 -0.1871 -0.4410 -1.1550 1.1017
O 2.4263 1.7490 0.5208 0.3698 0.7064 -0.6142
O 1.7125 0.9177 -1.3814 0.5035 0.6487 -0.1694
H -0.2945 -1.3882 -0.6030 -0.6058 1.5422 0.4440
H -2.9519 1.3378 -0.3736 0.9047 -0.4199 -0.3849
H -2.9505 0.1078 0.6217 -1.6078 -1.9956 1.0970
H -2.5816 -0.1351 -1.2988 -0.1883 -0.4219 1.6187
H 0.9920 0.0319 1.6419 0.9819 0.2284 -1.2056
```
Forces are in eV/Å.

E_HOMO = -10.572 eV
SMILES string = C/N=C/[C@@H](C#N)[N+](=O)[O-]
Charge = 0
E = -469.9948 Eh
Orbital gap = 0.382 Eh
LUMO energy = -0.00686 hartree

Atomic partial charges in e from the natural (NBO) method, atoms 1 to 5: 0.2440, 0.1355, -0.4661, -0.2912, -0.2478

=====

(8)
The following is a DFT calculation (the ωB97M-V functional and the def2-TZVPD basis) of a structure of composition C4H5N3O2 at a distorted geometry.

Geometry as XYZ:
```
14
Properties=species:S:1:pos:R:3:forces:R:3
C -0.9709 0.5025 0.9208 -0.4008 -1.2128 -0.4214
C 0.1767 -0.4694 1.4345 1.3546 3.5459 3.3074
C 1.1550 -0.3148 -1.6991 4.6374 -0.7590 -2.5331
C -0.3831 -0.0180 -0.4639 -0.3981 0.2259 -0.1788
H -3.1224 1.5150 2.1062 2.8650 -3.5502 -1.9904
H -0.8409 1.5644 0.9380 0.8439 0.4967 0.2906
H -0.2889 -1.2482 2.0359 0.6996 -0.3730 -0.1159
H 0.9905 0.1976 1.9498 -1.4892 -1.6448 -0.1679
H 1.2656 -0.3502 -3.7419 2.5903 0.1916 4.7522
N 0.6090 -0.6751 0.1069 -1.6480 -0.7388 2.3415
N 1.7210 -0.7978 -0.6097 -1.0430 -0.6810 0.5656
N 0.0234 0.2406 -1.7000 -5.0780 2.0071 -0.2331
O -2.2287 0.2122 1.5017 -1.9207 2.7651 0.7739
O 1.8936 -0.3590 -2.7791 -1.0129 -0.2727 -6.3904
```
Forces are in eV/Å.

E_HOMO = -8.947 eV
Charge = 0
E = -469.9001 Eh
Orbital gap = 0.249 Eh
LUMO energy = -0.07945 hartree

Atomic partial charges in e from the natural (NBO) method, atoms 1 to 5: 0.0715, -0.2188, 0.5708, 0.3126, 0.4232

=====

(9)
The following is a DFT calculation (the ωB97M-V functional and the def2-TZVPD basis) of a structure of composition C4H5N3O2S at a distorted geometry.

Geometry as XYZ:
```
15
Properties=species:S:1:pos:R:3:forces:R:3
C -1.9157 -0.0579 -0.9619 -0.7341 -0.2723 0.4039
C -1.1720 0.5674 0.1055 -0.6742 -0.5272 -0.3963
C 0.9347 1.4496 -0.2214 0.2614 0.1599 -0.0247
C 0.9525 -0.8870 0.2965 0.2152 -1.0622 -0.1448
N -2.1288 0.8826 1.0668 -0.0167 -0.3967 -0.3856
N -3.3473 0.3633 0.9443 -0.5642 -0.1050 0.6986
N -0.3209 1.6466 -0.2088 0.5256 -0.6487 0.3989
O 1.6387 0.3672 0.0285 0.3403 0.1575 -0.0006
O -0.2352 -0.7614 0.8931 -0.7241 1.7097 -0.0028
S -3.4747 -0.3828 -0.4441 1.2664 0.4663 0.0105
H -1.5099 -0.4258 -1.8764 0.1266 -0.0090 -0.3653
H 1.5787 2.2876 -0.4727 0.0335 0.0142 0.0454
H 0.8967 -1.4085 -0.6828 0.0834 0.2770 0.0672
H 1.6426 -1.4462 0.9484 0.0043 0.1831 -0.2580
H -1.8668 1.2743 1.9589 -0.1434 0.0536 -0.0466
```
Forces are in eV/Å.

E_HOMO (alpha / beta) = -8.014 / -8.014 eV
Charge = 0
E = -868.2374 Eh
Orbital gap (alpha / beta) = 0.291 / 0.291 Eh
LUMO energy (alpha / beta) = -0.00320 / -0.00315 hartree

Atomic partial charges in e from the natural (NBO) method, atoms 1 to 5: -0.5997, 0.4411, 0.4599, 0.2291, -0.3425

=====

(10)
The following is a DFT calculation (the ωB97M-V functional and the def2-TZVPD basis) of a structure of composition C4H5N3O3 at a distorted geometry.

Geometry as XYZ:
```
15
Properties=species:S:1:pos:R:3:forces:R:3
C 0.0244 0.1696 0.0741 4.5508 1.6641 -2.0481
C -0.3725 1.4523 0.3063 2.9288 0.6758 -1.1098
C -0.4365 -1.1208 0.3243 0.2213 0.1240 -0.2806
C 0.2017 -2.2431 -0.4139 -0.6941 -1.7243 2.2697
N 0.5080 2.4236 -0.1260 -2.8896 0.3520 1.4631
N 1.6464 0.5646 -0.7706 -2.9753 -1.3419 1.6241
N -1.5033 1.7388 0.9347 1.1348 3.5535 -0.7546
O 2.5709 -0.0833 -1.2122 -1.4989 1.9014 0.8132
O -1.4589 -1.1516 0.9911 -0.5559 -0.5735 0.5396
O 1.6259 1.9798 -0.6399 1.5022 -2.5594 -1.0239
H 0.5419 -1.7727 -1.2914 0.7324 -0.2101 -1.3627
H -0.7038 -2.8900 -0.5567 1.2735 -0.0456 -0.2811
H 1.0432 -2.7773 0.1778 -1.4722 0.9122 -1.0805
H -2.0030 0.9529 1.1939 -1.7636 -1.2115 0.9316
H -1.6845 2.7572 1.0084 -0.4943 -1.5169 0.3001
```
Forces are in eV/Å.

E_HOMO (alpha / beta) = -8.821 / -8.737 eV
Charge = 0
E = -545.1670 Eh
Orbital gap (alpha / beta) = 0.304 / 0.276 Eh
LUMO energy (alpha / beta) = -0.02065 / -0.04490 hartree

Atomic partial charges in e from the natural (NBO) method, atoms 1 to 5: -0.0536, 0.2942, 0.4727, -0.7000, -0.2041

=====

(11)
The following is a DFT calculation (the ωB97M-V functional and the def2-TZVPD basis) of an isolated molecule of C4H5N3O4 at a distorted geometry.

Geometry as XYZ:
```
16
Properties=species:S:1:pos:R:3:forces:R:3
C 1.3095 0.2980 -0.9124 -2.7145 -1.9865 1.7815
C -0.2592 -0.6251 1.8741 -2.2953 2.7325 -5.3831
C -1.1894 0.3085 -0.4953 0.2200 1.3930 0.4064
C 2.5279 0.1262 -1.6400 1.8603 0.6194 1.2056
N 0.0663 0.6018 -1.1822 0.8834 0.6560 -1.1682
N -1.3510 -0.0937 0.7934 -0.5755 -0.9426 3.1564
N -0.7458 -1.3293 2.9348 1.0108 -4.0990 -1.3250
O -2.1637 0.6576 -1.1245 -0.6777 -0.1946 -0.3222
O 0.8017 -0.6683 1.4137 2.2882 -0.3635 1.4446
O -1.3431 -0.9199 3.8170 -2.2489 2.3505 3.3893
O -2.7533 -0.0781 1.2844 1.0866 0.7242 -1.6751
H 3.3775 0.1851 -0.8454 -1.1505 -0.1209 -1.6329
H 2.7269 0.7742 -2.4453 0.5046 1.2765 -1.3418
H 2.6104 -0.8685 -2.0865 -0.4778 -0.1927 0.4422
H -0.3323 1.1656 -1.9831 0.7082 -0.7690 0.0286
H -3.2823 0.4657 0.5973 1.5781 -1.0833 0.9937
```
Forces are in eV/Å.

E_HOMO (alpha / beta) = -7.104 / -7.104 eV
Charge = 0
E = -620.3297 Eh
Orbital gap (alpha / beta) = 0.203 / 0.203 Eh
LUMO energy (alpha / beta) = -0.05772 / -0.05776 hartree

Atomic partial charges in e from the natural (NBO) method, atoms 1 to 5: 0.1750, 0.7173, 0.7529, -0.7367, -0.5972

=====

(12)
The following is a DFT calculation (the ωB97M-V functional and the def2-TZVPD basis) of an isolated molecule of C4H5N3OS at a distorted geometry.

Geometry as XYZ:
```
14
Properties=species:S:1:pos:R:3:forces:R:3
C -0.1238 -1.8643 0.2451 0.5787 -2.3598 -0.3011
C -1.4460 -1.9744 0.0139 0.2975 -1.7836 0.4479
C -0.2625 0.3665 0.1934 -3.1013 1.6367 -0.6291
C 2.0677 1.7735 -0.2175 -1.5749 2.4718 -0.1725
N 0.4464 -0.6877 0.2482 1.6033 0.7563 0.6437
N -2.1981 -0.9215 -0.0438 -3.3792 1.9150 -0.6348
N -1.7473 0.2868 0.0412 2.3772 -0.4725 0.5541
O -2.4747 1.3126 0.0200 1.0078 -1.2123 0.0726
S 0.2243 2.0262 0.1696 1.2039 -0.8359 -0.4726
H 0.4590 -2.7882 0.3715 0.1155 0.7028 -0.0915
H -1.9269 -2.9628 -0.0673 0.0637 0.7189 0.0130
H 2.0849 2.5532 -1.0594 0.8880 -0.7929 1.5849
H 2.3588 0.8436 -0.6778 -0.2926 -0.4916 0.4098
H 2.5382 2.0366 0.7630 0.2124 -0.2529 -1.4245
```
Forces are in eV/Å.

E_HOMO (alpha / beta) = -8.664 / -8.666 eV
Charge = 0
E = -792.9934 Eh
Orbital gap (alpha / beta) = 0.320 / 0.320 Eh
LUMO energy (alpha / beta) = 0.00109 / 0.00106 hartree

Atomic partial charges in e from the natural (NBO) method, atoms 1 to 5: -0.0110, -0.0472, 0.1686, -0.7160, -0.4423

=====

Energy relative to the best compared isomer or geometry (same formula, charge and spin), record by record: 4.048 5.754 3.391 5.593 3.225 10.174 6.664 9.243 3.202 8.040 10.064 4.566 eV